Record 1
Density functional theory data (ωB97M-V/def2-TZVPD) for 2 unconnected molecules or ions with the total composition C4H11N2S.

Structure (XYZ):
```
18
Properties=species:S:1:pos:R:3
C 0.390 0.770 -0.785
C 0.380 -1.228 -2.475
C 0.238 0.205 -2.167
C -0.206 0.286 2.526
N 0.157 0.115 0.260
N -1.497 -0.005 2.793
S 0.275 1.889 2.758
H 0.937 1.813 -0.653
H -0.478 -1.822 -1.947
H 0.175 -1.354 -3.552
H 1.150 -1.848 -2.292
H -0.719 0.599 -2.632
H 1.192 0.593 -2.717
H 0.410 -0.484 1.964
H -1.804 -0.953 2.865
H -0.463 -0.831 0.158
H -1.693 0.637 3.557
H 1.558 1.618 2.338
```

## Properties
- Total charge: +1
- HOMO energy: -13.688 eV
- ΔE to the lowest compared entry with this formula, charge and spin: 74.2 kcal per mole



Record 2
Density functional theory data (ωB97M-V/def2-TZVPD) for a single C3H7NO molecule.

Structure (XYZ):
```
12
Properties=species:S:1:pos:R:3
C -1.371 -0.934 0.018
C 0.007 -0.286 -0.002
C 0.218 1.216 -0.038
N 0.965 -1.162 -0.068
O 2.282 -0.701 0.031
H -1.930 -0.675 0.962
H -1.997 -0.502 -0.842
H -1.276 -2.028 -0.141
H 0.897 1.547 -0.844
H 0.616 1.481 1.033
H -0.712 1.756 -0.115
H 2.301 0.289 0.006
```

## Properties
- HOMO energy: -9.460 eV
- ΔE to the lowest compared entry with this formula, charge and spin: 61.8 kcal per mole
- SMILES: CC(C)=NO



Record 3
Density functional theory data (ωB97M-V/def2-TZVPD) for a single C2H3N3O molecule.

Structure (XYZ):
```
9
Properties=species:S:1:pos:R:3
O -1.890 -0.162 -0.133
C -0.468 -0.119 -0.089
C 0.205 1.035 -0.132
N 1.534 0.748 0.019
N 1.764 -0.510 -0.068
N 0.542 -1.089 -0.131
H -2.291 0.064 0.718
H -0.146 2.085 -0.256
H 0.749 -2.052 0.073
```

## Properties
- HOMO energy: -9.995 eV
- ΔE to the lowest compared entry with this formula, charge and spin: 53.6 kcal per mole
- SMILES: Oc1cnn[nH]1



Record 4
Density functional theory data (ωB97M-V/def2-TZVPD) for a molecular structure, C4H7BrN3S.

Structure (XYZ):
```
16
Properties=species:S:1:pos:R:3
C -0.386 0.952 0.775
C -0.429 1.844 -0.194
C -0.338 -1.652 0.459
C -0.980 -0.477 2.564
N -0.756 0.594 1.906
N 0.320 1.780 -1.315
N 0.340 -2.262 -0.484
S -0.254 -2.025 2.111
Br -0.560 2.413 3.685
H -1.119 2.832 -0.213
H -0.765 -0.685 0.162
H -1.285 -0.232 3.632
H 0.365 2.609 -1.906
H 0.319 -1.872 -1.396
H 1.021 1.118 -1.496
H 0.830 -3.138 -0.355
```

## Properties
- Total charge: +1
- HOMO energy (alpha / beta): -11.656 / -12.198 eV
- ΔE to the lowest compared entry with this formula, charge and spin: 91.6 kcal per mole



Record 5
Density functional theory data (ωB97M-V/def2-TZVPD) for a molecular structure, C42H64HfN2P3Si.

Structure (XYZ):
```
113
Properties=species:S:1:pos:R:3
Hf 1.143 0.151 -0.110
C -3.301 4.286 -0.787
C -2.376 3.225 -1.368
C -3.187 2.080 -1.967
P -1.094 2.473 -0.205
C -0.503 3.953 0.780
C 0.243 4.951 -0.100
C 0.359 3.404 1.916
C -2.227 1.679 1.017
C -3.053 2.426 1.854
C -4.009 1.823 2.656
C -4.123 0.443 2.673
C -3.272 -0.318 1.894
C -2.331 0.278 1.043
Si -1.305 -0.936 -0.007
C -0.863 -2.353 1.192
C -1.456 -3.590 0.925
C -1.374 -4.654 1.803
C -0.670 -4.499 2.985
C -0.046 -3.292 3.257
C -0.138 -2.201 2.393
P 0.747 -0.638 2.839
C 2.385 -1.327 3.491
C 2.609 -1.625 4.970
C 3.476 -0.380 2.984
C -0.300 0.066 4.249
C -0.803 -0.936 5.275
C 0.470 1.207 4.918
C -1.896 -1.455 -1.753
C -3.115 -2.145 -1.703
C -3.667 -2.744 -2.821
C -3.027 -2.617 -4.040
C -1.859 -1.877 -4.128
C -1.263 -1.302 -3.009
P 0.333 -0.380 -3.201
C 0.203 0.817 -4.667
C -0.307 2.163 -4.156
C -0.569 0.430 -5.921
C 1.503 -1.696 -3.908
C 1.036 -2.682 -4.972
C 2.016 -2.490 -2.710
H -3.892 4.706 -1.598
H -2.763 5.110 -0.330
H -3.996 3.866 -0.067
H -1.775 3.692 -2.157
H -3.886 1.684 -1.234
H -2.543 1.264 -2.296
H -3.763 2.434 -2.818
H -1.355 4.479 1.215
H 1.159 4.524 -0.497
H 0.513 5.836 0.476
H -0.380 5.284 -0.927
H 1.159 2.753 1.516
H -0.251 2.824 2.608
H 0.828 4.216 2.468
H -2.968 3.499 1.889
H -4.664 2.431 3.261
H -4.866 -0.036 3.291
H -3.336 -1.395 1.949
H -2.017 -3.716 0.011
H -1.864 -5.585 1.575
H -0.613 -5.308 3.696
H 0.519 -3.205 4.168
H 2.494 -2.277 2.959
H 2.558 -0.740 5.595
H 3.608 -2.047 5.069
H 1.922 -2.371 5.355
H 3.444 0.576 3.504
H 3.364 -0.207 1.901
H 4.457 -0.816 3.154
H -1.168 0.484 3.717
H 0.016 -1.361 5.846
H -1.379 -1.736 4.816
H -1.451 -0.413 5.974
H 1.121 0.827 5.700
H -0.229 1.896 5.388
H 1.081 1.766 4.208
H -3.644 -2.221 -0.764
H -4.588 -3.299 -2.740
H -3.431 -3.085 -4.923
H -1.396 -1.768 -5.091
H 1.261 0.930 -4.947
H -1.390 2.157 -4.093
H -0.024 2.952 -4.848
H 0.103 2.406 -3.171
H -1.629 0.306 -5.716
H -0.176 -0.462 -6.398
H -0.468 1.238 -6.642
H 2.332 -1.111 -4.328
H 0.221 -3.305 -4.612
H 1.869 -3.342 -5.216
H 0.740 -2.190 -5.892
H 1.194 -3.091 -2.320
H 2.395 -1.816 -1.929
H 2.819 -3.167 -3.001
C 4.757 0.505 -0.482
C 4.412 1.572 0.341
C 3.436 2.481 -0.057
C 2.799 2.315 -1.290
C 3.177 1.266 -2.134
C 4.153 0.362 -1.726
H 5.556 -0.160 -0.192
H 4.964 1.750 1.252
H 3.258 3.363 0.544
H 2.154 3.092 -1.678
H 2.806 1.238 -3.148
H 4.521 -0.380 -2.418
N 2.528 -3.687 1.512
N 2.230 -2.858 0.358
H 3.084 -4.498 1.244
H 1.660 -4.030 1.915
H 1.696 -3.410 -0.322
H 3.153 -2.710 -0.054
```

## Properties
- Total charge: +3
- HOMO energy: -16.083 eV



Record 6
Density functional theory data (ωB97M-V/def2-TZVPD) for a single C5H11NO molecule.

Structure (XYZ):
```
18
Properties=species:S:1:pos:R:3
C -0.644 0.243 -2.063
C -0.088 1.282 -1.101
N -0.103 0.677 0.186
C 0.158 1.118 1.489
C 0.766 -0.219 0.817
C 0.268 -1.518 1.393
O 0.149 -2.589 0.479
H -0.700 0.623 -3.083
H -1.644 -0.059 -1.732
H -0.003 -0.649 -2.053
H 0.897 1.653 -1.431
H -0.758 2.145 -1.015
H 0.939 1.785 1.844
H -0.797 1.304 2.023
H 1.782 -0.317 0.361
H 0.986 -1.855 2.150
H -0.677 -1.284 1.896
H -0.530 -2.340 -0.160
```

## Properties
- HOMO energy: -8.674 eV
- ΔE to the lowest compared entry with this formula, charge and spin: 71.3 kcal per mole
- SMILES: CCN1C[C@H]1CO



The evaluated largest force on an atom for the records listed, in turn: 0.1211, 0.0479, 0.0464, 0.0602, 0.0334, 0.0261 Eh/bohr.
The evaluated calculated total energy for the records listed, in turn: -18132.3033, -6760.0716, -8638.1704, -89597.7786, -84598.0233, -8898.6040 eV.